No. 1
{
  "formula": "C45H49N6O2PSiW",
  "method": "the ωB97M-V functional and the def2-TZVPD basis",
  "elements": ["W", "P", "Si", "O", "O", "N", "N", "N", "N", "N", "N", "C", "C", "C", "C", "C", "C", "C", "C", "C", "C", "C", "C", "C", "C", "C", "C", "C", "C", "C", "C", "C", "C", "C", "C", "C", "C", "C", "C", "C", "C", "C", "C", "C", "C", "C", "C", "C", "C", "C", "C", "C", "C", "C", "C", "C", "H", "H", "H", "H", "H", "H", "H", "H", "H", "H", "H", "H", "H", "H", "H", "H", "H", "H", "H", "H", "H", "H", "H", "H", "H", "H", "H", "H", "H", "H", "H", "H", "H", "H", "H", "H", "H", "H", "H", "H", "H", "H", "H", "H", "H", "H", "H", "H", "H"],
  "coordinates": [[-0.0123, 0.2015, -0.3102], [2.0069, -0.1281, -1.8626], [-2.6869, 0.4015, 1.9271], [0.9868, -3.6730, -1.1549], [-0.1799, -1.7814, -0.9225], [0.3966, 1.9616, 0.5923], [-2.1210, 0.1384, 0.2226], [-1.0781, -3.1513, 2.0873], [-0.7695, 1.5461, -1.5905], [-1.5929, -5.9333, 2.5993], [1.4006, -0.3942, 1.2797], [-1.7732, 3.7701, -1.7049], [-0.5653, 4.3048, 0.7728], [-5.2610, 0.2880, -1.6146], [-1.5348, 1.0882, -2.7105], [-3.5745, -0.3677, -3.1802], [-1.3614, 5.2518, 0.1483], [1.4379, 1.9895, 1.5377], [3.4913, -0.7214, 3.0819], [5.4052, 0.9629, 0.0498], [-4.0584, -0.8485, 2.2423], [-0.9915, 2.8024, -1.0633], [-2.2515, 2.1680, -3.4584], [-1.2951, 0.0473, 3.1129], [-1.3773, -4.0703, 1.0039], [2.9961, 0.5763, 2.8235], [4.1616, 0.9587, -0.5590], [1.8982, 2.3381, -3.0898], [1.9461, 0.7023, 1.9009], [3.0517, 2.9624, 3.0611], [-0.5182, -3.8116, 3.2478], [3.5398, 1.7405, 3.4159], [1.5932, -1.7858, -2.5105], [4.3845, -1.3982, -1.0061], [2.0007, 3.0970, 2.1258], [-2.5220, -0.1095, -2.1723], [3.6469, -0.2211, -1.0991], [2.6235, 1.3864, -5.5999], [-0.3379, 3.0720, 0.1527], [-1.9447, 4.9997, -1.0898], [2.1371, 0.9776, -3.2786], [2.9487, -1.7980, 2.4379], [1.8917, -1.5929, 1.5400], [-2.2533, -5.2398, 1.4306], [-2.9819, 0.1506, -0.7734], [2.3821, 2.7403, -5.4082], [-1.3526, -4.9864, 3.7488], [5.6280, -1.3913, -0.3876], [-2.3668, 3.4043, -2.9830], [2.0249, 3.2168, -4.1543], [6.1387, -0.2137, 0.1373], [-3.2352, 2.1653, 2.1709], [-4.8699, -0.1650, -2.9280], [-4.3880, 0.4290, -0.5949], [0.7725, -2.5205, -1.4596], [2.5078, 0.5046, -4.5368], [0.4845, -4.1743, 2.9916], [-4.7505, 0.7536, 0.3685], [3.3243, -2.7997, 2.5935], [-1.8855, -2.5898, 2.3310], [1.4316, -2.4256, 1.0231], [1.6956, 4.0862, 1.8361], [-0.6962, -6.3169, 2.2882], [-3.2330, -4.9191, 1.7859], [-4.0199, -1.6774, 1.5286], [-2.5539, 5.7557, -1.5687], [-0.7476, -0.8690, 2.8871], [-5.0530, -0.4093, 2.1543], [4.0052, -2.3290, -1.4066], [-0.3963, -3.0995, 4.0639], [-2.6708, 1.9060, -4.4211], [-0.8712, 0.5545, -3.4020], [-3.0935, 2.4364, 3.2200], [3.4748, 3.8594, 3.4933], [-2.3374, -4.6686, 4.0906], [2.7149, -0.5471, -4.6939], [-1.8476, -0.9683, -2.1268], [-2.8886, 4.1664, -3.5487], [-0.1790, 4.5153, 1.7560], [-6.3066, 0.5113, -1.4387], [7.1134, -0.2094, 0.6071], [4.3488, 1.6441, 4.1277], [3.5976, 1.8836, -0.6270], [-2.6289, 2.8476, 1.5722], [1.8383, 4.2720, -4.0063], [2.4754, 3.4264, -6.2393], [-1.7362, -0.0571, 4.1088], [-2.1577, -6.7261, 2.9078], [2.9088, 1.0180, -6.5759], [6.2012, -2.3068, -0.3282], [-3.2452, -0.6862, -4.1630], [2.4410, -2.3827, -2.8347], [-2.3780, -5.9781, 0.6402], [1.5987, 2.7118, -2.1169], [-3.9810, -1.2513, 3.2553], [-5.6260, -0.3239, -3.6835], [-0.8597, -5.5469, 4.5416], [-1.5373, 6.1984, 0.6405], [-0.4403, -4.4356, 0.5753], [-4.2825, 2.3444, 1.9271], [5.8029, 1.8850, 0.4528], [-0.5828, 0.8707, 3.1648], [-1.8694, -3.5326, 0.1955], [0.9431, -1.6135, -3.3732], [4.3118, -0.8443, 3.7783]],
  "de_lowest_kj_mol": 109.9,
  "homo_ha": [-0.415, -0.431],
  "max_force_ev_per_a": 0.55,
  "multiplicity": 3,
  "total_charge": 2,
  "mol_weight_g_mol": 948.8,
  "lumo_ev": [-5.18, -5.10],
  "gap_ev": [6.12, 6.62]
}



No. 2
{
  "formula": "C45H50AlF5N6O4Si",
  "method": "the ωB97M-V functional and the def2-TZVPD basis",
  "elements": ["Si", "Al", "F", "F", "F", "F", "F", "O", "O", "O", "O", "N", "N", "N", "N", "N", "N", "C", "C", "C", "C", "C", "C", "C", "C", "C", "C", "C", "C", "C", "C", "C", "C", "C", "C", "C", "C", "C", "C", "C", "C", "C", "C", "C", "C", "C", "C", "C", "C", "C", "C", "C", "C", "C", "C", "C", "C", "C", "C", "C", "C", "C", "H", "H", "H", "H", "H", "H", "H", "H", "H", "H", "H", "H", "H", "H", "H", "H", "H", "H", "H", "H", "H", "H", "H", "H", "H", "H", "H", "H", "H", "H", "H", "H", "H", "H", "H", "H", "H", "H", "H", "H", "H", "H", "H", "H", "H", "H", "H", "H", "H", "H"],
  "coordinates": [[-1.4325, 1.8620, -2.1904], [-0.1478, 0.0255, 0.2742], [-0.7860, -0.9136, 3.3540], [-2.7072, -1.8635, -0.8797], [-3.6904, -4.5212, 2.8266], [-3.9883, -3.9145, 0.1838], [-2.0668, -2.9767, 4.3746], [-0.9253, 0.8534, -1.0653], [-0.3580, 3.0691, -2.4793], [-2.8410, 2.5648, -1.7265], [-1.6261, 1.0728, -3.6212], [1.7864, 0.4507, -0.8561], [0.2660, -1.7137, -0.9339], [-0.8853, 1.4411, 1.5711], [2.8576, -0.3473, -0.6827], [-0.3880, 1.9534, 2.7069], [1.2598, -0.2040, 1.5976], [-4.9770, 3.0108, -0.8298], [-0.0595, 4.2741, -0.3940], [2.9609, 0.4304, 3.2097], [-1.2576, 1.4260, -4.9661], [2.8127, -1.4539, 0.2086], [-3.1629, -3.1880, 0.9512], [1.4429, 2.4830, 4.1683], [3.5350, -3.6816, 0.7800], [-2.4708, 2.6614, 2.5674], [2.6900, 2.2835, 4.7305], [3.2114, 3.1903, 5.8131], [-2.4542, -2.1194, 0.4313], [-4.3400, 0.6735, -1.4778], [2.0354, -1.3547, 1.3622], [2.1635, 1.3956, -1.7004], [-0.4814, -5.3303, -4.0165], [-2.1959, -2.7098, 3.0678], [0.9327, 1.6678, 3.1635], [0.0056, -2.3794, -1.8275], [-0.0279, -4.5472, -2.9696], [-1.5220, -1.6474, 2.4855], [-4.2070, 2.1513, -1.8248], [2.7767, -3.5837, 1.9453], [4.2968, -4.9363, 0.4462], [3.4411, 1.2289, 4.2249], [3.5373, -2.5992, -0.0885], [1.2174, 4.8252, -2.4731], [-3.0213, -3.4976, 2.2903], [-0.1233, 4.3654, -1.9133], [1.6812, 0.5957, 2.6358], [-1.6555, -3.4363, -4.9397], [-1.2080, -2.6391, -3.8999], [3.9119, 0.0955, -1.4030], [3.5048, 1.2187, -2.0791], [2.0393, -2.4473, 2.2273], [-1.7121, 2.8380, -5.3271], [-2.1399, 1.8655, 1.4738], [-1.5711, -1.3212, 1.1396], [-0.3948, -3.2051, -2.9234], [-1.3281, 2.6901, 3.3334], [-1.9588, 0.4283, -5.8802], [-1.2296, 5.3240, -2.3444], [0.2559, 1.3004, -5.1101], [-1.2952, -4.7764, -4.9955], [-4.7070, 2.4072, -3.2414], [-1.4231, 3.0605, -6.3559], [1.4539, -2.3809, 3.1366], [3.7089, -5.5902, -0.2020], [4.0865, 2.7543, 6.2942], [3.5936, -0.3578, 2.8274], [-3.0270, 0.4027, -5.6560], [-1.5508, -0.5700, -5.7487], [0.5991, -4.9629, -2.1921], [-3.7925, 0.0615, -2.1966], [-1.1475, 3.1573, 4.2827], [2.4583, 3.3643, 6.5832], [5.2271, -4.7073, -0.0741], [-2.2930, -3.0133, -5.7042], [-6.0384, 2.7594, -0.8452], [-4.1558, 1.7870, -3.9484], [-5.7682, 2.1635, -3.3177], [4.0912, 1.8277, -2.7441], [0.5855, 0.3174, -4.7677], [4.8621, -0.4085, -1.3683], [-1.6572, -5.3966, -5.8051], [1.4206, 5.8548, -2.1754], [4.4335, 1.0402, 4.6187], [-2.2004, 4.9254, -2.0535], [2.7531, -4.4176, 2.6373], [0.2486, 5.2325, 0.0277], [-2.7961, 2.9313, -5.2466], [0.5523, 1.4284, -6.1532], [4.5393, -5.4987, 1.3471], [-1.0891, 6.2968, -1.8697], [-4.5980, 2.8534, 0.1814], [-4.8619, 4.0668, -1.0792], [0.6585, 3.5098, -0.0880], [2.0278, 4.1944, -2.1029], [0.7539, 2.0620, -4.5098], [-5.3894, 0.3743, -1.4952], [-1.2487, 3.5692, -4.6695], [-2.7275, 1.5738, 0.6213], [-4.5673, 3.4562, -3.5090], [-0.2050, -6.3747, -4.0658], [4.1001, -2.6494, -1.0141], [3.5039, 4.1639, 5.4134], [-1.2182, 5.4639, -3.4270], [0.8531, 3.3187, 4.5216], [-1.4787, -1.5933, -3.8210], [1.4540, 2.1498, -1.9996], [1.2043, 4.7724, -3.5631], [-1.0369, 4.0140, 0.0126], [-3.4077, 3.1452, 2.7786], [-1.8302, 0.7155, -6.9248], [-3.9362, 0.4628, -0.4868]],
  "homo_ha": -0.255,
  "max_force_ev_per_a": 0.65,
  "multiplicity": 1,
  "total_charge": 0,
  "mol_weight_g_mol": 889.0,
  "lumo_ev": 0.08,
  "gap_ev": 7.03
}



No. 3
{
  "formula": "C45H50BrN3O4PdTe",
  "method": "the ωB97M-V functional and the def2-TZVPD basis",
  "elements": ["Te", "Pd", "Br", "O", "O", "O", "O", "N", "N", "N", "C", "C", "C", "C", "C", "C", "C", "C", "C", "C", "C", "C", "C", "C", "C", "C", "C", "C", "C", "C", "C", "C", "C", "C", "C", "C", "C", "C", "C", "C", "C", "C", "C", "C", "C", "C", "C", "C", "C", "C", "C", "C", "C", "C", "C", "H", "H", "H", "H", "H", "H", "H", "H", "H", "H", "H", "H", "H", "H", "H", "H", "H", "H", "H", "H", "H", "H", "H", "H", "H", "H", "H", "H", "H", "H", "H", "H", "H", "H", "H", "H", "H", "H", "H", "H", "H", "H", "H", "H", "H", "H", "H", "H", "H", "H"],
  "coordinates": [[-3.4700, 3.7081, -1.9237], [0.0950, 0.3474, -0.3283], [-2.3378, -0.0180, -1.0543], [0.0138, -1.8284, -0.7173], [5.8442, -0.8024, 0.4125], [2.2180, 0.4056, -0.4656], [-0.3799, 0.3795, 2.0254], [0.1713, -0.3218, 4.0887], [0.4069, 2.5236, -0.2616], [0.7379, -1.6228, 2.2791], [1.4954, 5.4576, -1.3894], [4.4097, -3.7822, -2.0450], [3.2352, -2.1193, -3.3174], [0.6278, 6.7786, 0.8901], [0.4839, -1.3773, 5.0324], [-3.1554, 6.3747, -0.3887], [-4.7720, -6.1598, -0.2535], [-4.9424, -4.6409, -0.3290], [-3.6015, -3.9172, -0.4297], [6.3132, 4.2521, 0.1652], [4.4037, -1.4792, -1.3136], [0.1654, -0.4926, 2.7385], [-3.5695, -2.5489, -0.6585], [5.2045, 3.2465, -0.0115], [4.4791, 0.9419, -0.3208], [-1.0878, -2.5268, -0.6107], [-3.1422, 7.2095, 0.7201], [-2.3528, -1.9183, -0.7364], [2.8216, 2.7223, -0.2021], [-3.7745, 4.5260, 1.0183], [-3.7589, 5.3625, 2.1253], [0.8837, 5.4172, 0.9333], [-3.4379, 6.7043, 1.9776], [1.3158, 4.7475, -0.2076], [-0.0399, -5.8354, 0.8726], [-3.4634, 5.0278, -0.2410], [-2.3741, -4.5538, -0.2846], [-1.1307, -3.9321, -0.3746], [3.8815, 3.6288, -0.0295], [3.6359, -1.1388, -2.4234], [0.0931, -4.8690, -0.3202], [-0.9319, 3.1176, -0.3268], [1.2418, 6.8207, -1.4306], [1.4707, 3.2538, -0.2136], [5.4736, 1.8875, -0.1494], [-1.3649, 3.2622, -1.7808], [-5.6642, -4.1677, 0.9438], [1.4599, -4.1878, -0.1753], [0.1182, -5.6729, -1.6310], [3.1005, 1.3231, -0.3445], [-5.8171, -4.3060, -1.5462], [0.8018, 7.4816, -0.2939], [4.7889, -2.8096, -1.1381], [3.6216, -3.4384, -3.1347], [4.9425, -0.4805, -0.3419], [-0.9722, 4.0907, 0.1545], [0.3281, -5.0094, -2.4724], [-2.9312, 6.7757, -1.3690], [-5.7519, -6.6397, -0.2516], [1.5179, -1.7077, 4.9148], [0.2782, 7.2873, 1.7788], [3.3078, -4.1985, -3.8393], [0.7671, -1.7976, 1.2791], [-6.7411, -4.8868, -1.5121], [6.1753, 4.8261, 1.0832], [2.2418, -4.9335, -0.3345], [1.3784, 7.3626, -2.3574], [4.7280, -4.8074, -1.9042], [-0.7922, 4.0436, -2.2755], [-4.0055, 4.9661, 3.1020], [0.5875, 8.5418, -0.3319], [1.8334, 4.9359, -2.2770], [-4.2095, -6.5379, -1.1088], [-0.7941, -6.6045, 0.7025], [-5.1005, -4.4576, 1.8320], [7.2795, 3.7530, 0.2171], [-5.2961, -4.5368, -2.4767], [6.3373, 4.9592, -0.6662], [-0.3672, 0.4629, 4.4086], [-4.0327, 3.4808, 1.1334], [1.3285, -2.1723, 2.8756], [-2.9104, 8.2604, 0.5998], [6.4969, 1.5330, -0.1187], [-6.0889, -3.2503, -1.5625], [0.3740, -0.9917, 6.0421], [-5.7735, -3.0827, 0.9484], [-4.2578, -6.4508, 0.6640], [-4.4762, -1.9691, -0.7734], [-1.6129, 2.4547, 0.2099], [0.9144, -6.3379, 1.0406], [5.4047, -3.0536, -0.2832], [3.6455, 4.6762, 0.1088], [0.7365, 4.8657, 1.8545], [2.6203, -1.8517, -4.1673], [3.3540, -0.1105, -2.5967], [-6.6599, -4.6141, 1.0017], [-0.1819, -2.2358, 4.9077], [-3.4267, 7.3568, 2.8413], [-0.3038, -5.2860, 1.7782], [0.8992, -6.4363, -1.5903], [-1.2088, 2.3238, -2.3156], [-0.8364, -6.1663, -1.8186], [1.5824, -3.7865, 0.8313], [-2.3785, -5.6171, -0.0951], [1.6058, -3.3863, -0.8896]],
  "homo_ha": [-0.275, -0.275],
  "max_force_ev_per_a": 2.46,
  "multiplicity": 1,
  "total_charge": 0,
  "mol_weight_g_mol": 1010.8,
  "lumo_ev": [-1.02, -1.02],
  "gap_ev": [6.46, 6.46]
}



No. 4
{
  "formula": "C45H50F3N6O5RbS",
  "method": "the ωB97M-V functional and the def2-TZVPD basis",
  "elements": ["Rb", "S", "F", "F", "F", "O", "O", "O", "O", "O", "N", "N", "N", "N", "N", "N", "C", "C", "C", "C", "C", "C", "C", "C", "C", "C", "C", "C", "C", "C", "C", "C", "C", "C", "C", "C", "C", "C", "C", "C", "C", "C", "C", "C", "C", "C", "C", "C", "C", "C", "C", "C", "C", "C", "C", "C", "C", "C", "C", "C", "C", "H", "H", "H", "H", "H", "H", "H", "H", "H", "H", "H", "H", "H", "H", "H", "H", "H", "H", "H", "H", "H", "H", "H", "H", "H", "H", "H", "H", "H", "H", "H", "H", "H", "H", "H", "H", "H", "H", "H", "H", "H", "H", "H", "H", "H", "H", "H", "H", "H", "H"],
  "coordinates": [[0.1796, -0.9263, 0.5674], [0.1041, -3.5036, 2.6570], [-2.2221, -4.7332, 2.2988], [-2.2848, -2.5844, 2.0738], [-2.1643, -3.4629, 4.0431], [0.3842, -2.1548, 3.1102], [0.5704, -4.5705, 3.5061], [1.3670, -0.6945, -1.9443], [0.3167, -3.6837, 1.2317], [-2.0890, 0.5602, 0.5739], [-1.8329, -1.6011, -1.7667], [-0.5290, 3.0330, 2.6629], [3.3123, -1.0101, 1.7775], [2.9806, 1.4509, 0.3384], [-1.1518, 1.8403, 2.6649], [2.6544, 1.4292, 3.2488], [-2.1409, 2.2427, -1.6157], [-6.0295, 0.5328, 2.7636], [-3.3151, 3.7108, -3.1200], [3.7886, 0.5906, 3.6054], [-4.5263, 2.3991, -1.5095], [3.6669, 2.4260, 1.1583], [-3.7666, -0.5848, -0.7005], [1.8310, -2.0401, -6.5600], [1.7533, -0.7017, -6.9282], [-4.1516, 2.3106, 1.7952], [-3.3159, 0.7325, 0.0243], [-1.4995, -1.5683, -4.1296], [-1.7352, -3.5779, 2.7753], [-1.3518, 1.3721, 3.9075], [1.5313, -0.0997, -4.6069], [-5.2605, 0.2022, 1.6522], [3.9589, -2.3732, -2.8770], [-3.3399, 1.8441, -1.0388], [5.0480, -3.8254, -1.2922], [1.6040, -1.4326, -4.2292], [5.1100, -2.9801, -2.3885], [0.4440, 4.5460, 4.3281], [1.6040, 0.2660, -5.9448], [-2.0285, 0.0656, 4.1480], [-2.9624, -0.9100, -1.9276], [-2.1278, 3.1665, -2.6505], [-0.8029, 2.2980, 4.7740], [3.6011, -0.8705, 3.1896], [2.9590, 2.6395, 2.5051], [3.7588, 0.3707, -0.2323], [-2.6647, -0.8424, -4.2984], [1.7573, -2.3972, -5.2225], [0.1680, -2.6923, -2.6113], [-1.0992, -1.9164, -2.8402], [2.6726, -3.4359, -1.1790], [-4.9100, 2.6428, 2.9033], [-4.3099, 1.0831, 1.1492], [-0.3111, 3.3175, 3.9396], [3.8170, -4.0435, -0.6848], [1.4577, -1.7819, -2.7272], [4.3216, -0.5802, 0.8281], [-5.8591, 1.7532, 3.3945], [-3.4091, -0.5037, -3.1841], [2.7131, -2.5953, -2.2953], [-4.5179, 3.3256, -2.5424], [-4.3224, 0.0712, -3.2698], [0.4091, 5.2774, 3.5208], [4.6904, 2.0770, 1.3291], [-0.7523, 2.2368, 5.8490], [-5.3990, -0.7675, 1.1943], [1.5381, 1.3117, -6.2235], [-2.6011, 0.0940, 5.0757], [-3.3041, 4.4319, -3.9291], [-5.4679, 2.1021, -1.0594], [-4.7473, 3.5927, 3.3977], [3.7382, -4.6867, 0.1844], [-1.2285, 1.7950, -1.2426], [1.4065, 0.6179, -3.8051], [-2.9870, -0.5454, -5.2896], [5.1374, -0.0958, 1.3753], [-6.4480, 2.0057, 4.2686], [-5.4507, 3.7504, -2.8971], [2.3648, 1.8592, -0.3476], [3.7659, 3.4022, 0.6594], [0.2189, -3.5337, -3.3112], [0.1206, -3.1018, -1.6031], [3.5708, 3.3085, 3.1259], [4.5060, -1.4230, 3.5089], [6.0625, -2.7772, -2.8659], [3.0844, -0.1773, -0.8984], [4.7707, -1.4309, 0.3005], [4.6128, 0.7268, -0.8420], [-0.8979, -1.8555, -4.9817], [-1.5422, 1.4006, 1.7780], [5.9454, -4.2936, -0.9037], [-6.7552, -0.1779, 3.1418], [-4.8220, -0.5114, -0.9836], [4.7168, 0.9756, 3.1649], [3.9460, 0.6013, 4.6930], [-3.3956, 2.9976, 1.4341], [-2.7019, -0.1679, 3.3229], [-1.1847, 3.4560, -3.0983], [-3.6369, -1.3912, 0.0227], [4.0407, -1.7074, -3.7272], [2.0057, 3.1404, 2.3238], [1.4918, 4.3037, 4.5232], [1.8107, -0.4194, -7.9731], [2.9474, -1.9271, 1.5648], [2.7499, -1.2895, 3.7306], [0.0293, 4.9954, 5.2319], [1.9518, -2.8048, -7.3193], [2.0116, 0.8812, 2.6845], [1.8229, -3.4441, -4.9444], [-1.2926, -0.7368, 4.2174], [1.7444, -3.6200, -0.6557]],
  "de_lowest_kj_mol": 11.7,
  "homo_ha": -0.101,
  "max_force_ev_per_a": 0.61,
  "multiplicity": 1,
  "total_charge": -2,
  "mol_weight_g_mol": 929.5,
  "lumo_ev": 3.85,
  "gap_ev": 6.60
}